C8H12INO in the gas phase at a distorted geometry, computed with ωB97M-V/def2-TZVPD.

```
23
Properties=species:S:1:pos:R:3
C 4.42 0.02 -1.80
C 3.27 -0.21 -1.57
C 1.85 -0.50 -1.11
C 1.76 -0.59 0.43
C 0.37 -1.07 0.85
C -0.63 0.02 0.48
N -1.95 -0.29 1.04
C -3.08 0.20 0.54
O -4.00 -0.47 0.91
C -3.14 1.62 -0.06
I -2.52 3.01 1.58
H 5.40 0.19 -2.06
H 1.56 -1.40 -1.63
H 1.25 0.48 -1.36
H 2.62 -1.21 0.62
H 2.04 0.37 0.97
H 0.27 -1.39 1.92
H 0.01 -1.91 0.21
H -0.69 -0.16 -0.57
H -0.12 0.98 0.65
H -2.04 -1.21 1.43
H -2.54 1.79 -0.98
H -4.10 1.74 -0.48
```

E_HOMO: -9.5 eV
Frontier orbital gap: 0.33667 hartree
SMILES string: C#CCCCCNC(=O)CI
E: -739.60465 a.u.